(1)
Below is a 6-piece molecular cluster, C26H47ClN8O2 overall at a distorted geometry, with properties calculated with ωB97M-V/def2-TZVPD.

HOMO-LUMO gap   5.4 eV
Net charge   +2
HOMO   -10.3 eV
Relative energy (zero: lowest compared OMol25 entry of this formula, charge and spin)   1.4904 eV
LUMO level   -0.177 hartree

XYZ file:
```
84
Properties=species:S:1:pos:R:3:lowdin_charge:R:1
C -3.20142 -3.92920 4.41106 -0.032
C -1.78616 -3.29715 4.48991 -0.162
N -1.63414 -2.22249 3.51834 -0.048
C -1.15589 -2.36077 2.24621 -0.019
C -1.35072 -1.21818 1.52423 -0.010
N -1.94266 -0.37015 2.41330 -0.082
C -2.20121 -0.99051 3.56947 -0.002
C -2.48168 0.94444 2.07318 0.022
H -3.82215 -3.18208 4.91169 0.077
H -3.25124 -4.88729 4.91537 0.087
H -3.58137 -3.96844 3.39201 0.091
H -1.01633 -4.02350 4.22610 0.124
H -1.54003 -2.94195 5.48794 0.125
H -0.64848 -3.25137 1.91088 0.138
H -1.18449 -0.87798 0.51313 0.064
H -2.58234 -0.50098 4.44974 0.169
H -1.90038 1.75287 2.52269 0.073
H -3.48702 0.99417 2.48154 0.109
H -2.38203 1.09104 0.99798 0.071
C 1.35062 4.42737 -5.54559 -0.049
C 0.15134 3.50459 -5.73506 -0.138
N -0.97014 3.97031 -4.86360 -0.055
C -2.19198 4.42266 -5.28981 0.006
C -2.97383 4.55884 -4.17191 0.011
N -2.21661 4.16948 -3.08275 -0.071
C -1.06312 3.72104 -3.55844 -0.064
C -2.56036 4.09039 -1.64719 0.021
H 2.19612 4.26418 -6.20192 0.086
H 1.67756 4.41401 -4.50337 0.073
H 0.88788 5.41324 -5.63052 0.087
H 0.20416 2.43562 -5.53675 0.134
H -0.27562 3.60998 -6.73219 0.123
H -2.38833 4.57571 -6.33647 0.139
H -3.98798 4.89832 -4.05545 0.136
H -0.24446 3.31348 -2.98422 0.107
H -3.37097 4.78886 -1.46847 0.101
H -1.62683 4.35164 -1.15870 0.083
H -2.84584 3.07243 -1.39343 0.081
C 2.03428 -1.04722 4.15314 -0.063
C 2.71344 0.30276 4.26729 -0.144
N 2.12351 1.29918 3.36291 -0.044
C 2.09205 1.19326 1.99704 0.002
C 1.28387 2.19863 1.55391 -0.038
N 0.92384 2.95833 2.61659 -0.090
C 1.50777 2.45567 3.70706 0.007
C -0.00186 4.08717 2.55928 0.029
H 2.70623 -1.79478 4.58699 0.092
H 1.81453 -1.49338 3.18452 0.064
H 1.14257 -1.09429 4.78127 0.075
H 3.75020 0.17540 3.95122 0.134
H 2.72134 0.73664 5.26312 0.135
H 2.53398 0.41973 1.39311 0.137
H 0.97454 2.45066 0.55065 0.070
H 1.26825 2.70614 4.72776 0.170
H -0.79962 3.87502 3.26261 0.100
H -0.32304 4.16237 1.52026 0.095
H 0.47284 5.06078 2.67759 0.111
C 5.54919 -4.47595 -1.37465 -0.057
C 4.90565 -3.36177 -2.19852 -0.152
N 3.56661 -3.04742 -1.67875 -0.055
C 3.20998 -2.81748 -0.36264 -0.017
C 1.85752 -2.71701 -0.32736 -0.022
N 1.36414 -2.95365 -1.58755 -0.049
C 2.42839 -3.15116 -2.36687 -0.003
C -0.04251 -2.82521 -2.00163 0.010
H 5.95221 -4.25561 -0.39162 0.079
H 6.38812 -4.86935 -1.95412 0.087
H 4.83857 -5.30399 -1.37160 0.090
H 4.77823 -3.47383 -3.27359 0.131
H 5.46521 -2.42339 -2.13676 0.129
H 3.96202 -2.76835 0.40483 0.129
H 1.25357 -2.44072 0.51861 0.104
H 2.30428 -3.32723 -3.42364 0.175
H -0.20632 -3.12096 -3.03526 0.108
H -0.39207 -1.79828 -1.96824 0.030
H -0.59928 -3.46611 -1.32217 0.094
C -3.67258 -1.15015 -1.01684 -0.056
C -3.19329 -2.46045 -1.66027 -0.790
O -2.74142 -2.31932 -2.83329 -0.101
O -3.11586 -3.49236 -0.97180 -0.081
H -3.79995 -1.24029 0.06858 0.045
H -4.44287 -0.53233 -1.47453 0.068
H -2.76724 -0.56402 -1.13531 -0.015
Cl -0.39091 0.94170 -1.40027 -0.335
```

=====

(2)
Below is a 8-piece molecular cluster, C26H47NO7 overall at a distorted geometry, with properties calculated with ωB97M-V/def2-TZVPD.

HOMO-LUMO gap   8.6 eV
SMILES   c1ccncc1.CC(C)=O.CC(C)=O.CC(C)=O.CC(C)=O.CC(C)=O.CC(C)=O.CC(C)=O
HOMO   -8.8 eV
Relative energy (zero: lowest compared OMol25 entry of this formula, charge and spin)   15.0143 eV
LUMO level   -0.008 hartree

XYZ file:
```
81
Properties=species:S:1:pos:R:3:lowdin_charge:R:1
C -1.91206 -2.78126 2.51752 -0.097
C -0.98869 -1.80863 2.79972 -0.097
C -1.01838 -0.56832 2.09822 -0.122
N -1.90389 -0.24052 1.14331 -0.035
C -2.83648 -1.21928 0.86166 -0.083
C -2.91144 -2.46844 1.54832 0.009
H -1.84108 -3.75358 2.98225 0.120
H -0.22639 -1.93664 3.55398 0.130
H -0.27930 0.20572 2.24325 0.051
H -3.63896 -0.91047 0.20816 0.064
H -3.61197 -3.23527 1.25229 0.104
C 3.25819 -2.24437 -1.34280 -0.003
C 3.39788 -1.02674 -0.42787 -0.430
C 3.39528 0.37036 -1.06012 0.027
O 3.55187 -1.09159 0.81580 -0.079
H 3.51639 -1.83223 -2.31828 0.097
H 2.25378 -2.66632 -1.30782 0.069
H 3.99735 -2.99411 -1.06063 0.102
H 2.46784 0.63430 -1.56835 0.071
H 4.21643 0.39493 -1.77651 0.100
H 3.54180 1.16068 -0.32390 0.075
C -3.59567 0.97565 0.02585 -0.076
C -4.64295 2.08754 0.08594 -0.452
C -4.85793 2.84236 1.37267 -0.013
O -5.27984 2.31241 -0.91713 0.063
H -4.13577 0.03067 0.08423 0.058
H -2.76905 1.02412 0.73468 0.046
H -3.29514 0.84776 -1.01407 0.101
H -4.04911 3.55048 1.55285 0.075
H -4.93771 2.13209 2.19563 0.086
H -5.70183 3.52634 1.28261 0.083
C -0.28481 2.80519 -1.85025 -0.073
C -0.08337 3.67385 -0.67989 -0.479
C -0.86694 3.36301 0.58201 -0.005
O 0.69448 4.57196 -0.75285 0.096
H -0.22700 1.77557 -1.49723 0.018
H 0.45422 3.08499 -2.60102 0.110
H -1.21386 3.02065 -2.37801 0.113
H -0.19771 2.97747 1.35116 0.064
H -1.66972 2.62859 0.51669 0.060
H -1.27418 4.27819 1.01177 0.094
C -0.97078 0.41265 -0.90902 -0.063
C 0.13004 -0.62140 -1.06736 -0.312
C 0.86804 -1.09261 0.11745 -0.018
O 0.45990 -0.92426 -2.16522 -0.024
H -1.96883 -0.00261 -0.76918 0.062
H -1.15992 0.95896 -1.83307 0.063
H -0.69005 1.11712 -0.12607 0.061
H 1.87689 -1.48654 -0.00558 0.028
H 0.39115 -1.85560 0.73269 0.068
H 1.12184 -0.18383 0.66317 0.071
C -0.78359 1.26416 -4.17376 -0.016
C 0.48375 0.46031 -4.02457 -0.447
C 0.46727 -1.05194 -4.11985 -0.088
O 1.52981 1.04249 -3.72852 0.037
H -0.74263 1.71132 -5.16697 0.102
H -0.86279 1.99637 -3.37021 0.005
H -1.65083 0.60466 -4.20635 0.091
H 0.74909 -1.15137 -5.16808 0.090
H -0.41991 -1.58064 -3.77130 0.105
H 1.32338 -1.33056 -3.50540 0.075
C 1.40054 0.35609 2.84276 -0.042
C 1.61151 1.63053 1.90474 -0.369
C 2.77837 2.46166 2.35747 0.019
O 0.86291 1.76012 0.94245 -0.026
H 2.31163 -0.23960 2.89907 0.091
H 0.76064 -0.34352 2.30502 -0.013
H 0.99911 0.54829 3.83776 0.110
H 3.68149 1.93728 2.04521 0.096
H 2.72563 2.50752 3.44522 0.094
H 2.63753 3.40009 1.82118 0.098
C 2.76285 -3.18917 1.50951 -0.009
C 1.71800 -3.83128 0.56042 -0.435
C 0.29679 -3.80617 1.21921 -0.040
O 2.03196 -4.35149 -0.48174 0.056
H 3.69957 -2.91129 1.02636 0.075
H 2.93117 -3.87011 2.34383 0.099
H 2.32290 -2.25501 1.85866 0.061
H -0.45847 -4.01552 0.46169 0.105
H -0.08740 -2.96641 1.79826 -0.007
H 0.36753 -4.60599 1.95636 0.103
```

=====

(3)
Below is C26H47O2OsSi2 as an isolated structure at a distorted geometry, with properties calculated with ωB97M-V/def2-TZVPD.

HOMO-LUMO gap (alpha / beta)   7.7 / 5.9 eV
<S²>   6.0258
Net charge   +1
HOMO (alpha / beta)   -9.8 / -11.3 eV
LUMO level (alpha / beta)   -0.079 / -0.201 hartree
2S+1   5

XYZ file:
```
78
Properties=species:S:1:pos:R:3:lowdin_spin:R:1
O 0.75931 0.76623 -4.32138 0.000
C 1.40796 1.58090 -5.33435 0.000
C 0.19882 2.51497 -5.50561 0.000
H 1.67492 0.97677 -6.20729 0.000
H 2.28500 2.09336 -4.92383 0.000
C -0.41103 1.63436 -4.38465 0.000
H -0.32685 2.45385 -6.46167 0.000
H 0.38104 3.54695 -5.19225 0.000
C -1.66676 0.89691 -4.78478 0.000
H -1.52783 0.24077 -5.64595 0.000
H -2.45220 1.63020 -5.02503 0.000
H -2.00830 0.26990 -3.95045 0.000
C -0.62872 2.35315 -3.07224 0.001
H 0.28507 2.83508 -2.70950 0.000
H -0.96596 1.62150 -2.32631 0.001
H -1.41074 3.11546 -3.18945 0.000
Os -0.19319 -0.76589 0.35245 2.240
C 1.03924 0.87541 1.25378 0.088
C 2.32742 0.27496 1.40029 0.327
C 2.86143 0.02850 0.11708 0.165
H 2.81878 0.09992 2.35603 0.013
C 1.89632 0.39235 -0.86523 0.252
C 0.79327 1.03704 -0.17835 0.048
H 0.10193 1.75485 -0.60605 0.005
H 0.49552 1.39926 2.04604 0.001
H 3.86026 -0.37211 -0.07388 0.004
H 1.99463 0.34814 -1.94475 0.010
C -1.76074 -0.51467 1.80113 0.120
C -1.81732 0.55038 0.86996 0.071
C -2.03745 0.01220 -0.42576 0.088
H -1.72572 1.59811 1.11968 0.003
C -2.12209 -1.41101 -0.30333 0.110
C -1.95962 -1.73286 1.08371 0.040
H -1.97683 -2.71923 1.52060 0.002
H -1.59959 -0.39086 2.86460 0.011
H -2.12900 0.57584 -1.33728 0.009
H -2.29629 -2.09226 -1.12134 0.015
O 0.09782 -1.50380 -5.77840 0.000
C -0.37618 -1.14015 -7.11039 0.000
C 0.35419 -1.91822 -8.21497 0.000
H -0.25170 -0.05140 -7.26762 0.000
H -1.46120 -1.34406 -7.15714 0.000
C 1.31521 -2.83422 -7.44863 0.000
H 0.88878 -1.23648 -8.89446 0.000
H -0.37900 -2.47829 -8.82031 0.000
C 0.97948 -2.62667 -5.95596 0.000
H 2.35360 -2.56948 -7.64204 0.000
H 1.15876 -3.86524 -7.76411 0.000
H 1.85030 -2.43961 -5.32117 0.000
H 0.48387 -3.54548 -5.59818 0.000
C -0.91091 -4.71615 -0.19630 0.000
Si 0.70983 -3.75895 -0.27733 0.054
C 2.10063 -5.01767 -0.04402 0.020
C 0.90412 -2.96800 -1.97899 0.032
C 0.93244 -2.35474 1.02409 0.184
Si 1.00623 -2.80899 2.92172 0.027
C 2.75404 -3.43984 3.27870 0.006
C 0.79478 -1.38159 4.13387 0.003
C -0.23406 -4.12810 3.45230 0.002
H -0.77472 -5.64184 -0.77558 0.000
H -1.74316 -4.15865 -0.64381 0.000
H -1.17533 -4.99487 0.83192 0.000
H 2.02061 -5.75144 -0.86154 0.003
H 3.09532 -4.54905 -0.09579 0.000
H 2.00008 -5.54878 0.91182 0.000
H -0.04711 -2.56136 -2.35479 0.006
H 1.64136 -2.15186 -1.93516 0.005
H 1.25932 -3.71704 -2.70220 0.004
H 1.96274 -2.03499 0.77464 0.025
H 3.50906 -2.70820 2.95628 0.000
H 2.84718 -3.57084 4.36849 0.001
H 2.96689 -4.40263 2.79192 0.000
H -0.14284 -0.83671 4.00131 0.000
H 0.80069 -1.79360 5.15499 0.000
H 1.62621 -0.66967 4.05670 0.000
H -1.27390 -3.78510 3.37173 0.000
H -0.12119 -5.05656 2.87776 0.000
H -0.04724 -4.36238 4.51094 0.000
```

=====

| no. | E (Ha) |
| --- | --- |
| 1 | -2067.06398 |
| 2 | -1599.72492 |
| 3 | -1838.60477 |